Record 1
Computed, not measured: a 2-piece molecular cluster, C2H6O2 overall in a non-equilibrium geometry, with ωB97M-V/def2-TZVPD.

Structure (SMILES): C=C.OO
Energy above the lowest of the compared OMol25 structures with the same formula, charge and spin (kJ/mol): 389.3
Charge: 0
Kohn-Sham gap (eV): 11.35

CARTESIAN COORDINATES (ANGSTROEM)
C -0.177 -1.666 -1.617
C 0.110 -0.595 -0.883
H -0.521 -1.565 -2.642
H -0.082 -2.684 -1.267
H -0.066 0.392 -1.297
H 0.564 -0.572 0.116
O 0.667 1.511 1.381
O 0.061 1.816 2.653
H -0.002 0.841 1.133
H -0.553 2.523 2.423

Record 2
Computed, not measured: a 2-piece molecular cluster, C2H6O2 overall, with ωB97M-V/def2-TZVPD.

Structure (SMILES): C=CO.O
Energy above the lowest of the compared OMol25 structures with the same formula, charge and spin (kJ/mol): 99.9
Charge: 0
Kohn-Sham gap (eV): 9.71

CARTESIAN COORDINATES (ANGSTROEM)
C -0.519 -1.219 0.055
C -0.262 -0.899 -1.207
O 0.098 0.357 -1.595
H -0.822 -2.227 0.295
H -0.664 -0.494 0.840
H -0.440 -1.559 -2.035
H 0.721 0.663 -0.924
O 0.683 1.741 1.147
H 0.469 1.060 1.791
H 0.735 2.576 1.634

Record 3
Computed, not measured: a 2-piece molecular cluster, C2H6O2 overall in a non-equilibrium geometry, with ωB97M-V/def2-TZVPD.

Structure (SMILES): C=O.CO
Energy above the lowest of the compared OMol25 structures with the same formula, charge and spin (kJ/mol): 160.2
Charge: 0
Kohn-Sham gap (eV): 11.14

CARTESIAN COORDINATES (ANGSTROEM)
C -4.653 -0.245 0.553
O -4.447 0.027 1.701
H -4.659 0.514 -0.248
H -4.897 -1.273 0.188
C 2.828 0.090 -0.576
O 3.660 0.890 0.282
H 2.455 0.547 -1.477
H 3.276 -0.852 -0.851
H 1.962 -0.126 0.054
H 4.475 0.428 0.374

Record 4
Computed, not measured: a 2-piece molecular cluster, C2H6O2 overall in a non-equilibrium geometry, with ωB97M-V/def2-TZVPD.

Structure (SMILES): C=CO.O
Energy above the lowest of the compared OMol25 structures with the same formula, charge and spin (kJ/mol): 279.6
Charge: 0
Kohn-Sham gap (eV): 8.21

CARTESIAN COORDINATES (ANGSTROEM)
C 0.044 -0.661 1.803
C -1.160 -0.534 1.165
O -1.384 0.058 -0.022
H 0.758 0.105 2.065
H 0.375 -1.693 1.652
H -2.103 -0.975 1.489
H -0.498 0.314 -0.347
O 0.936 1.102 -2.476
H 1.489 0.432 -2.892
H 1.544 1.852 -2.438

Record 5
Computed, not measured: a 2-piece molecular cluster, C2H6O2 overall in a non-equilibrium geometry, with ωB97M-V/def2-TZVPD.

Structure (SMILES): C=CO.O
Energy above the lowest of the compared OMol25 structures with the same formula, charge and spin (kJ/mol): 106.3
Charge: 0
Kohn-Sham gap (eV): 9.64

CARTESIAN COORDINATES (ANGSTROEM)
C 1.461 0.923 -0.265
C 0.452 1.021 -1.123
O -0.663 0.228 -1.110
H 1.393 0.151 0.489
H 2.242 1.657 -0.309
H 0.278 1.950 -1.642
H -0.699 -0.111 -0.204
O -1.662 -1.790 1.071
H -1.687 -1.441 1.968
H -1.115 -2.588 1.123

Record 6
Computed, not measured: an isolated ion of composition C2H6O2P and charge +1 in a non-equilibrium geometry, with ωB97M-V/def2-TZVPD.

Energy above the lowest of the compared OMol25 structures with the same formula, charge and spin (kJ/mol): 584.3
Charge: +1
Kohn-Sham gap (spin up / spin down) (eV): 6.92 / 6.96

CARTESIAN COORDINATES (ANGSTROEM)
C -0.628 1.480 -0.241
C 1.390 -0.837 0.132
O -2.396 -1.658 0.254
O -1.122 -1.250 0.409
P -0.132 -0.024 0.573
H -1.534 1.999 0.245
H -0.999 1.398 -1.361
H 0.314 2.071 -0.081
H 2.256 -0.909 0.835
H 1.811 -0.415 -0.856
H 1.040 -1.854 0.090

Record 7
Computed, not measured: C2H6O2Pr as an isolated structure in a non-equilibrium geometry, with ωB97M-V/def2-TZVPD.

Energy above the lowest of the compared OMol25 structures with the same formula, charge and spin (kJ/mol): 101.0
2S+1: 4
Charge: +2
Kohn-Sham gap (spin up / spin down) (eV): 4.75 / 8.38
<S²>: 3.896

CARTESIAN COORDINATES (ANGSTROEM)
C 0.302 0.325 -1.202
C 1.551 -0.082 -0.489
O 1.377 -0.419 0.841
H -2.064 0.299 0.190
H -0.247 -0.502 -1.667
H 0.123 1.402 -1.276
H 2.309 0.726 -0.588
H 2.012 -0.948 -1.024
O -2.111 0.016 1.243
H -3.025 -0.179 1.475
Pr -0.227 -0.636 2.497

Record 8
Computed, not measured: C2H6O2Rb as an isolated structure, with ωB97M-V/def2-TZVPD.

Energy above the lowest of the compared OMol25 structures with the same formula, charge and spin (kJ/mol): 37.3
Charge: +1
Kohn-Sham gap (eV): 9.91

CARTESIAN COORDINATES (ANGSTROEM)
Rb 8.981 -13.734 20.909
C 12.385 -11.702 18.604
C 10.996 -12.120 18.209
O 10.714 -13.473 18.624
O 12.560 -11.755 20.011
H 12.575 -10.674 18.296
H 13.143 -12.311 18.091
H 10.855 -12.017 17.131
H 10.272 -11.482 18.718
H 11.191 -14.046 18.014
H 12.540 -12.678 20.279

Record 9
Computed, not measured: a 2-piece molecular cluster, C2H6O2S3 overall in a non-equilibrium geometry, with ωB97M-V/def2-TZVPD.

Energy above the lowest of the compared OMol25 structures with the same formula, charge and spin (kJ/mol): 149.3
Charge: 0
Kohn-Sham gap (eV): 8.30

CARTESIAN COORDINATES (ANGSTROEM)
C -0.928 -1.447 -0.083
C 3.416 3.176 0.291
O -0.769 0.151 -2.181
O 0.745 0.567 -0.345
S -2.662 -1.895 -0.157
S 1.951 3.696 -0.314
S -0.672 0.307 -0.525
H -0.334 -2.051 -0.705
H -0.609 -1.571 0.938
H 3.800 2.376 -0.330
H 3.731 3.404 1.211
H -2.865 -1.975 -1.451
H -0.276 0.887 -2.610

Record 10
Computed, not measured: C2H6O2SSi as an isolated structure in a non-equilibrium geometry, with ωB97M-V/def2-TZVPD.

Energy above the lowest of the compared OMol25 structures with the same formula, charge and spin (kJ/mol): 310.8
Charge: 0
Kohn-Sham gap (eV): 7.93

CARTESIAN COORDINATES (ANGSTROEM)
C -2.415 -0.801 -0.127
C -1.193 -0.728 0.345
O -0.373 1.627 1.216
O -0.635 1.357 -1.235
Si 2.639 0.264 -0.126
S -0.185 0.796 0.030
H -3.069 -1.640 0.070
H -2.809 -0.008 -0.745
H -0.713 -1.459 0.977
H 2.622 -1.139 0.256
H 2.945 0.548 -1.516
H 3.187 1.183 0.855

Record 11
Computed, not measured: one molecule with the formula C2H6O2Si in a non-equilibrium geometry, with ωB97M-V/def2-TZVPD.

Structure (SMILES): C=C[SiH](O)O
Energy above the lowest of the compared OMol25 structures with the same formula, charge and spin (kJ/mol): 47.1
Charge: 0
Kohn-Sham gap (eV): 10.41

CARTESIAN COORDINATES (ANGSTROEM)
C -1.979 -0.187 0.103
C -0.875 0.573 -0.141
Si 1.048 -0.169 -0.425
O 1.856 0.922 0.474
O 1.434 -1.580 0.162
H -2.716 0.474 0.359
H -2.213 -1.230 -0.102
H -0.871 1.654 0.140
H 1.184 -0.444 -1.863
H 1.910 1.851 0.296
H 1.223 -1.864 0.998

Record 12
Computed, not measured: C2H6O2Sn as an isolated structure in a non-equilibrium geometry, with ωB97M-V/def2-TZVPD.

Energy above the lowest of the compared OMol25 structures with the same formula, charge and spin (kJ/mol): 0.0
2S+1: 2
Charge: +1
Kohn-Sham gap (spin up / spin down) (eV): 6.16 / 9.05
<S²>: 0.753

CARTESIAN COORDINATES (ANGSTROEM)
Sn 1.009 2.789 1.284
C -0.534 -0.747 0.345
C 0.453 -0.286 -0.718
O 0.319 1.117 -1.032
O -0.309 -0.026 1.524
H -0.369 -1.805 0.549
H -1.547 -0.560 -0.010
H 0.223 -0.785 -1.660
H 1.519 -0.431 -0.543
H 0.024 1.245 -1.937
H -0.790 -0.510 2.200

Look up the charge of the sixth one.
+1

Copy entry 10 word for word.
Computed, not measured: C2H6O2SSi as an isolated structure in a non-equilibrium geometry, with ωB97M-V/def2-TZVPD.

Energy above the lowest of the compared OMol25 structures with the same formula, charge and spin (kJ/mol): 310.8
Charge: 0
Kohn-Sham gap (eV): 7.93

CARTESIAN COORDINATES (ANGSTROEM)
C -2.415 -0.801 -0.127
C -1.193 -0.728 0.345
O -0.373 1.627 1.216
O -0.635 1.357 -1.235
Si 2.639 0.264 -0.126
S -0.185 0.796 0.030
H -3.069 -1.640 0.070
H -2.809 -0.008 -0.745
H -0.713 -1.459 0.977
H 2.622 -1.139 0.256
H 2.945 0.548 -1.516
H 3.187 1.183 0.855

Which formula does entry 9 have?
C2H6O2S3

Number 10 is which compound?
C2H6O2SSi